C20H20N4O5 in the gas phase in a non-equilibrium geometry. Source: OMol25; level of theory: ωB97M-V/def2-TZVPD.

ORCA input file:
```
! RIJCOSX wB97M-V def2-TZVPD def2/J DEFGRID3
* xyz 0 1
C 3.13149 2.17898 0.32380
C 1.80340 2.83260 0.14058
C 1.17172 2.72317 -1.09211
C -0.07410 3.29103 -1.33081
O -0.76708 3.17873 -2.49398
C -0.21958 2.42677 -3.55337
C -0.00546 0.93771 -3.23899
O 0.78669 0.27194 -3.87543
N -0.78656 0.49577 -2.23743
C -0.73757 -0.69782 -1.51707
C -0.31525 -1.96538 -1.78051
C 0.19829 -2.58425 -3.02713
N -0.42834 -2.71740 -0.62965
C -0.76951 -4.12070 -0.67979
N -1.04533 -1.92568 0.33711
C -1.04944 -2.28514 1.69385
C -0.02780 -3.06530 2.22831
C -0.05705 -3.40596 3.56812
C -1.08553 -2.95978 4.38089
C -2.08623 -2.16222 3.85061
C -2.07913 -1.82793 2.50917
C -1.21134 -0.64156 -0.14562
O -1.64808 0.32158 0.46310
C -0.70564 4.01928 -0.31692
C -0.09204 4.15054 0.90074
C 1.15055 3.56024 1.14523
N 1.70108 3.74021 2.45472
O 2.65714 3.06948 2.79240
O 1.17619 4.56916 3.17429
H 3.05638 1.37508 1.05442
H 3.48788 1.77116 -0.61896
H 3.86480 2.88378 0.71142
H 1.67266 2.16300 -1.86674
H 0.73359 2.84448 -3.89935
H -0.94476 2.50984 -4.36867
H -1.34797 1.18181 -1.73828
H -0.57641 -3.18740 -3.50144
H 0.50668 -1.80198 -3.71534
H 1.04967 -3.22619 -2.81153
H -1.68881 -4.29417 -1.24855
H -0.90921 -4.49087 0.33343
H 0.04675 -4.66895 -1.14661
H 0.79325 -3.38286 1.60275
H 0.73550 -4.01293 3.97966
H -1.10060 -3.22478 5.42699
H -2.88204 -1.80104 4.48399
H -2.84764 -1.20004 2.08985
H -1.67214 4.45330 -0.51166
H -0.56309 4.70071 1.70053
*
```

Gap between HOMO and LUMO (hartree): 0.2996
HOMO (eV): -8.186
LUMO energy (eV): -0.034
E (eV): -37259.7623

Löwdin population analysis, charges in e, atoms 1 to 6:
1. C -0.03
2. C -0.16
3. C 0.04
4. C -0.26
5. O -0.03
6. C -0.08